1.
This record from the OMol25 dataset describes C36H40As2BiP2 as an isolated structure in a non-equilibrium geometry. The level of theory is ωB97M-V/def2-TZVPD.

Geometry (Å):
Bi (0.805, 0.646, -0.054)
C (0.388, -1.728, -2.468)
C (-1.063, -1.271, -2.589)
P (-1.346, 0.348, -1.743)
C (-3.166, 0.466, -1.587)
C (-3.972, 0.049, -2.645)
C (-5.345, 0.198, -2.557)
C (-5.919, 0.762, -1.427)
C (-5.118, 1.163, -0.369)
C (-3.744, 1.015, -0.446)
C (-0.849, 1.626, -2.945)
C (-0.211, 2.782, -2.493)
C (0.200, 3.752, -3.388)
C (-0.034, 3.582, -4.744)
C (-0.703, 2.455, -5.196)
C (-1.111, 1.479, -4.305)
P (0.897, -1.952, -0.706)
C (2.572, -2.634, -0.880)
C (2.733, -4.007, -1.051)
C (3.976, -4.512, -1.385)
C (5.060, -3.657, -1.516)
C (4.910, -2.297, -1.292)
C (3.667, -1.777, -0.984)
C (-0.131, -3.242, 0.040)
C (-0.162, -3.304, 1.432)
C (-0.773, -4.372, 2.059)
C (-1.360, -5.375, 1.297)
C (-1.371, -5.288, -0.087)
C (-0.756, -4.226, -0.725)
H (1.067, -0.992, -2.919)
H (0.559, -2.671, -3.000)
H (-1.748, -1.992, -2.132)
H (-1.321, -1.179, -3.647)
H (-3.547, -0.388, -3.535)
H (-5.965, -0.125, -3.380)
H (-6.989, 0.889, -1.373)
H (-5.560, 1.593, 0.516)
H (-3.109, 1.316, 0.385)
H (-0.055, 2.930, -1.425)
H (0.704, 4.639, -3.038)
H (0.299, 4.327, -5.447)
H (-0.904, 2.329, -6.247)
H (-1.634, 0.613, -4.682)
H (1.892, -4.672, -0.923)
H (4.098, -5.570, -1.551)
H (6.022, -4.051, -1.799)
H (5.761, -1.640, -1.371)
H (3.537, -0.711, -0.830)
H (0.325, -2.518, 2.008)
H (-0.787, -4.430, 3.136)
H (-1.809, -6.223, 1.786)
H (-1.852, -6.055, -0.676)
H (-0.737, -4.183, -1.805)
C (1.009, -0.678, 4.287)
As (1.640, 0.144, 2.602)
C (3.518, -0.407, 2.587)
C (1.719, 2.036, 3.065)
C (2.763, 2.526, 3.842)
C (2.844, 3.876, 4.148)
C (1.875, 4.749, 3.679)
C (0.820, 4.268, 2.923)
C (0.730, 2.916, 2.608)
As (-0.806, 2.239, 1.620)
C (-1.623, 3.858, 0.861)
C (-2.064, 1.854, 3.096)
H (1.623, -0.282, 5.102)
H (1.128, -1.764, 4.247)
H (-0.036, -0.439, 4.483)
H (3.876, -0.537, 3.611)
H (4.128, 0.350, 2.089)
H (3.628, -1.362, 2.067)
H (3.513, 1.842, 4.223)
H (3.657, 4.241, 4.755)
H (1.933, 5.801, 3.915)
H (0.056, 4.959, 2.584)
H (-2.126, 4.399, 1.669)
H (-2.363, 3.596, 0.102)
H (-0.863, 4.501, 0.412)
H (-2.019, 2.701, 3.786)
H (-1.800, 0.941, 3.629)
H (-3.080, 1.758, 2.708)

spin multiplicity = 1
charge = +3
LUMO energy = -9.74 eV

2.
This record from the OMol25 dataset describes a 9-piece molecular cluster, C36H40BF4O20 overall in a non-equilibrium geometry. The level of theory is ωB97M-V/def2-TZVPD.

Geometry (Å):
B (0.006, -0.667, 0.889)
F (1.399, -0.978, 0.908)
F (-0.183, 0.259, -0.134)
F (-0.732, -1.751, 0.728)
F (-0.294, 0.015, 2.078)
C (-4.165, -3.457, -3.491)
C (-3.118, -2.672, -4.306)
C (-2.002, -1.973, -3.554)
O (-1.228, -1.374, -4.181)
C (-1.971, -2.232, -2.189)
C (-2.903, -3.144, -1.401)
C (-4.086, -3.873, -2.074)
O (-4.775, -4.676, -1.568)
O (-2.729, -3.261, -0.039)
O (-3.325, -2.396, -5.680)
H (-4.952, -3.869, -4.060)
H (-1.073, -1.685, -1.676)
H (-1.925, -2.990, 0.161)
H (-2.620, -1.980, -5.999)
C (-2.149, 5.965, -0.819)
C (-1.670, 4.460, -0.996)
C (-2.597, 3.611, -1.691)
O (-2.296, 2.421, -1.856)
C (-3.836, 4.149, -2.152)
C (-4.142, 5.586, -2.023)
C (-3.436, 6.475, -1.203)
O (-3.726, 7.682, -1.159)
O (-4.944, 6.276, -2.991)
O (-0.460, 3.996, -0.594)
H (-1.439, 6.496, -0.533)
H (-4.427, 3.429, -2.861)
H (-4.995, 7.061, -2.664)
H (-0.594, 2.851, -0.571)
C (6.874, 0.208, 0.238)
C (6.392, 1.563, 0.781)
C (5.017, 1.669, 1.194)
O (4.647, 2.738, 1.702)
C (4.122, 0.596, 1.156)
C (4.673, -0.858, 0.646)
C (6.055, -1.031, 0.359)
O (6.564, -2.079, 0.012)
O (3.909, -1.926, 0.265)
O (7.208, 2.678, 0.768)
H (7.915, 0.139, 0.160)
H (3.088, 0.683, 1.200)
H (2.865, -1.629, 0.446)
H (6.555, 3.469, 0.929)
C (2.988, 5.458, 4.416)
C (2.148, 6.295, 3.429)
C (1.213, 5.680, 2.549)
O (0.638, 6.355, 1.674)
C (1.010, 4.317, 2.751)
C (1.825, 3.374, 3.724)
C (2.806, 4.031, 4.585)
O (3.471, 3.374, 5.316)
O (1.751, 2.015, 3.749)
O (2.429, 7.636, 3.279)
H (3.957, 5.925, 4.800)
H (0.357, 3.801, 1.902)
H (0.870, 1.548, 3.371)
H (1.976, 7.786, 2.579)
C (0.014, -5.991, -2.713)
C (0.756, -4.853, -2.019)
O (1.484, -4.107, -2.603)
C (0.517, -4.849, -0.559)
H (0.225, -6.975, -2.279)
H (0.188, -6.050, -3.811)
H (-0.938, -5.792, -2.628)
H (1.350, -5.719, -0.074)
H (-0.487, -4.762, -0.139)
H (0.781, -4.062, -0.021)
C (0.050, -5.983, 3.512)
C (-1.122, -5.001, 3.339)
O (-2.250, -5.282, 2.772)
C (-0.872, -3.680, 3.937)
H (0.343, -5.939, 4.488)
H (0.868, -5.985, 2.687)
H (-0.306, -6.948, 3.320)
H (-0.591, -3.049, 3.085)
H (-0.214, -3.594, 4.825)
H (-1.729, -2.975, 4.160)
C (1.556, -0.040, -2.587)
C (2.396, -0.114, -3.831)
O (3.309, 0.770, -4.085)
C (2.072, -1.280, -4.676)
H (1.649, 0.947, -1.997)
H (1.518, -0.894, -2.010)
H (0.462, -0.077, -2.798)
H (1.040, -1.286, -4.947)
H (2.102, -2.278, -4.357)
H (2.833, -1.133, -5.515)
C (-4.132, 0.338, 0.491)
C (-3.898, 1.132, 1.770)
O (-4.026, 2.360, 1.791)
C (-3.546, 0.348, 3.040)
H (-4.503, 1.080, -0.148)
H (-4.849, -0.539, 0.483)
H (-3.290, 0.087, -0.041)
H (-2.794, -0.469, 2.877)
H (-4.536, 0.115, 3.129)
H (-3.369, 0.959, 3.854)

spin multiplicity = 1
charge = -1
ΔE to the lowest compared entry with this formula, charge and spin = 3.810 eV
LUMO energy = -0.53 eV

3.
This record from the OMol25 dataset describes C36H40ClIN9O4Rb as an isolated structure. The level of theory is ωB97M-V/def2-TZVPD.

Geometry (Å):
Rb (0.746, -0.223, -0.480)
O (-0.529, 1.567, -2.180)
C (-1.634, 1.877, -2.742)
C (-1.993, 1.362, -4.025)
C (-3.106, 1.796, -4.706)
C (-3.954, 2.768, -4.162)
C (-3.663, 3.250, -2.899)
C (-2.571, 2.795, -2.159)
C (-2.408, 3.307, -0.784)
N (-2.213, 2.668, 0.297)
C (-2.172, 1.217, 0.269)
C (-2.452, 0.625, 1.648)
N (-1.238, 0.574, 2.449)
C (-0.955, -0.486, 3.079)
C (-1.718, -1.764, 3.132)
C (-2.319, -2.152, 4.321)
C (-3.021, -3.346, 4.433)
C (-3.100, -4.169, 3.311)
C (-2.494, -3.814, 2.121)
C (-1.770, -2.600, 1.973)
O (-1.178, -2.281, 0.877)
H (-1.329, 0.622, -4.457)
H (-3.326, 1.385, -5.686)
H (-4.817, 3.122, -4.712)
H (-4.316, 3.990, -2.442)
H (-2.526, 4.391, -0.661)
H (-1.191, 0.885, -0.062)
H (-2.896, 0.818, -0.452)
H (-2.925, -0.355, 1.537)
H (-3.151, 1.293, 2.161)
H (-0.035, -0.451, 3.672)
H (-2.234, -1.495, 5.183)
H (-3.496, -3.625, 5.365)
H (-3.640, -5.108, 3.375)
H (-2.553, -4.465, 1.256)
C (3.527, 8.436, -2.744)
C (2.285, 7.716, -2.195)
C (1.212, 7.674, -3.290)
C (1.759, 8.556, -1.021)
C (2.694, 6.275, -1.703)
O (3.631, 6.449, -0.658)
C (3.358, 5.474, -2.842)
C (3.966, 4.107, -2.472)
C (5.205, 4.204, -1.615)
C (5.266, 3.618, -0.358)
C (6.392, 3.749, 0.441)
C (7.475, 4.465, -0.033)
Cl (8.892, 4.655, 0.966)
C (7.461, 5.022, -1.301)
C (6.328, 4.880, -2.083)
C (1.421, 5.542, -1.216)
N (1.641, 4.460, -0.284)
C (1.171, 3.207, -0.353)
N (1.490, 2.545, 0.740)
C (2.184, 3.457, 1.459)
N (2.299, 4.640, 0.886)
H (3.329, 9.508, -2.818)
H (3.793, 8.083, -3.741)
H (4.379, 8.287, -2.079)
H (0.963, 8.695, -3.589)
H (0.293, 7.197, -2.945)
H (1.561, 7.144, -4.177)
H (1.626, 9.589, -1.350)
H (2.471, 8.544, -0.197)
H (0.793, 8.212, -0.652)
H (3.356, 5.942, 0.124)
H (4.163, 6.079, -3.261)
H (2.619, 5.322, -3.632)
H (4.238, 3.619, -3.412)
H (3.232, 3.458, -1.994)
H (4.423, 3.046, 0.011)
H (6.432, 3.287, 1.417)
H (8.332, 5.547, -1.670)
H (6.316, 5.313, -3.077)
H (0.903, 5.097, -2.065)
H (0.746, 6.252, -0.743)
H (0.566, 2.819, -1.172)
H (2.610, 3.250, 2.427)
N (1.036, -3.666, 0.243)
C (1.752, -3.324, -0.835)
O (1.282, -2.799, -1.839)
C (3.251, -3.591, -0.801)
I (3.821, -5.491, 0.000)
H (0.083, -3.257, 0.378)
H (1.532, -3.876, 1.094)
H (3.729, -2.828, -0.191)
H (3.641, -3.551, -1.810)
N (7.386, 0.287, -2.078)
C (6.677, 0.118, -1.170)
N (5.984, -0.067, -0.083)
C (4.730, -0.331, 0.034)
N (3.614, -0.608, 0.248)

spin multiplicity = 1
charge = -2
ΔE to the lowest compared entry with this formula, charge and spin = 0.473 eV
LUMO energy = 3.52 eV

no.,HOMO-LUMO gap (eV)
1,6.9
2,6.0
3,6.3